Record 1
The following is a quantum chemistry calculation of a structure of composition C5H6O2, from OMol25.

Each line ends with the Löwdin charge.
CARTESIAN COORDINATES (ANGSTROEM)
C (0.81, -1.45, -1.37)  0.0003
O (-2.45, 0.32, 0.82)  0.0817
C (-1.54, 1.06, 1.13)  -0.2037
C (-0.09, 0.64, 1.17)  -0.2602
O (0.04, -0.78, 0.90)  0.0157
C (0.56, -0.42, -0.33)  -0.3280
C (0.58, 0.91, -0.16)  0.0388
H (0.60, -1.03, -2.36)  0.0891
H (0.13, -2.29, -1.19)  0.0929
H (-1.72, 2.13, 1.37)  0.1296
H (0.41, 0.93, 2.10)  0.1537
H (1.84, -1.81, -1.35)  0.0877
H (0.83, 1.79, -0.74)  0.1025

Computed properties:
ΔE to the lowest compared entry with this formula, charge and spin: 213.59 kJ/mol



Record 2
The following is a quantum chemistry calculation of the molecule C5H6O2, from OMol25.

Each line ends with the Löwdin charge.
CARTESIAN COORDINATES (ANGSTROEM)
C (-0.74, 2.47, -0.26)  0.1255
C (-0.01, 1.51, -0.32)  -0.1115
C (0.29, 0.08, -0.44)  -0.2594
C (-1.14, -0.50, -0.45)  -0.1881
O (-1.43, -1.64, -0.15)  0.0727
C (1.12, -0.57, 0.70)  -0.2348
O (1.30, -1.94, 0.45)  -0.0544
H (-1.42, 3.29, -0.23)  0.0376
H (0.79, -0.15, -1.39)  0.1612
H (-1.91, 0.26, -0.69)  0.1213
H (0.61, -0.39, 1.65)  0.1314
H (2.11, -0.12, 0.75)  0.1271
H (0.42, -2.33, 0.40)  0.0714

Computed properties:
ΔE to the lowest compared entry with this formula, charge and spin: 259.20 kJ/mol



Record 3
The following is a quantum chemistry calculation of the molecule C5H6O2 at a distorted geometry, from OMol25.

Each line ends with the Löwdin charge.
CARTESIAN COORDINATES (ANGSTROEM)
O (1.20, 1.99, 0.85)  0.0901
C (0.76, 1.04, 0.25)  -0.3702
C (1.56, -0.20, -0.14)  -0.0909
O (0.63, -1.12, -0.69)  -0.0713
C (-0.65, -0.57, -0.81)  -0.3009
C (-1.37, -0.50, 0.45)  -0.0110
C (-0.63, 0.82, -0.21)  -0.0429
H (2.03, -0.61, 0.77)  0.1380
H (2.36, -0.01, -0.87)  0.1366
H (-1.14, -0.86, -1.73)  0.1511
H (-0.97, -0.90, 1.36)  0.1208
H (-2.46, -0.42, 0.38)  0.1203
H (-1.44, 1.26, 0.34)  0.1302

Computed properties:
ΔE to the lowest compared entry with this formula, charge and spin: 281.92 kJ/mol



Record 4
The following is a quantum chemistry calculation of a structure of composition C5H6O2, from OMol25.

Each line ends with the Löwdin charge.
CARTESIAN COORDINATES (ANGSTROEM)
C (1.30, 1.19, -0.11)  0.0096
C (0.13, 0.24, -0.15)  -0.4055
C (-0.30, -0.45, 1.08)  -0.0256
C (-0.30, -1.21, -0.24)  -0.0349
C (-1.48, -0.66, -0.98)  -0.4343
O (-2.49, -1.07, -1.47)  0.1506
O (-1.06, 0.65, -0.89)  0.0828
H (1.15, 1.77, 0.81)  0.0895
H (1.33, 1.88, -0.94)  0.0852
H (2.27, 0.68, -0.03)  0.0915
H (-1.23, -0.14, 1.55)  0.1253
H (0.52, -0.70, 1.74)  0.1237
H (0.16, -2.18, -0.37)  0.1421

Computed properties:
ΔE to the lowest compared entry with this formula, charge and spin: 156.44 kJ/mol



Record 5
The following is a quantum chemistry calculation of the molecule C5H6O2, from OMol25.

Each line ends with the Löwdin charge.
CARTESIAN COORDINATES (ANGSTROEM)
O (1.85, 2.51, 0.18)  0.0765
C (1.43, 1.38, 0.18)  -0.2756
C (-0.04, -0.38, 1.51)  0.2402
C (-0.18, -0.40, 0.08)  -0.5668
C (-1.38, -1.20, -0.32)  -0.0807
O (-0.11, -1.63, -0.69)  -0.0143
C (0.25, 0.86, -0.62)  -0.0756
H (0.19, -1.40, 1.86)  0.0455
H (1.90, 0.59, 0.82)  0.1233
H (-1.91, -1.82, 0.40)  0.1222
H (-2.01, -0.77, -1.10)  0.1302
H (0.55, 0.65, -1.65)  0.1389
H (-0.53, 1.63, -0.64)  0.1361

Computed properties:
ΔE to the lowest compared entry with this formula, charge and spin: 525.04 kJ/mol



Record 6
The following is a quantum chemistry calculation of the molecule C5H6O2, from OMol25.

Each line ends with the Löwdin charge.
CARTESIAN COORDINATES (ANGSTROEM)
C (2.93, -0.42, 0.34)  0.1550
C (1.86, -0.35, -0.22)  -0.0250
C (0.50, -0.24, -0.75)  -0.3740
O (0.25, -0.27, -1.94)  0.1277
C (-0.59, -0.13, 0.33)  -0.3942
C (-1.63, 0.90, -0.05)  -0.0332
O (-1.24, -1.38, 0.44)  -0.0079
H (3.88, -0.48, 0.83)  0.0397
H (-0.10, 0.14, 1.28)  0.1415
H (-2.31, 1.07, 0.79)  0.0859
H (-2.20, 0.54, -0.91)  0.0909
H (-1.16, 1.85, -0.31)  0.0911
H (-0.57, -2.06, 0.61)  0.1026

Computed properties:
ΔE to the lowest compared entry with this formula, charge and spin: 233.56 kJ/mol



| no. | calculated total energy (hartree) | HOMO energy (Eh) | LUMO (Ha) |
| --- | --- | --- | --- |
| 1 | -344.5206 | -0.3299 | 0.036 |
| 2 | -344.5032 | -0.3760 | 0.026 |
| 3 | -344.4945 | -0.3483 | 0.029 |
| 4 | -344.5423 | -0.3726 | 0.030 |
| 5 | -344.4019 | -0.3456 | -0.032 |
| 6 | -344.5130 | -0.3736 | -0.003 |